(a)
C3H10NO | ωB97M-V/def2-TZVPD

## Properties
LUMO in eV: -3.763
Net charge: +1
HOMO in eV: -14.007

CARTESIAN COORDINATES (ANGSTROEM)
C1 1.92770 1.24851 -1.54247
C2 1.28987 0.60384 -0.41565
C3 0.03743 -0.02157 -0.48545
N1 -0.11878 -0.84604 0.75014
H1 2.42016 0.93498 -2.52852
H2 1.15099 1.91350 -1.98719
H3 2.64588 1.81950 -1.08175
H4 1.92202 0.36521 0.45202
H5 -0.52376 -0.34176 -1.41947
H6 0.34618 -0.40034 1.55098
H7 -1.15491 -1.09539 0.96951
H8 0.34385 -1.87756 0.68043
H9 -3.47210 -0.22638 2.29261
H10 -3.77306 -1.25059 1.17216
O1 -3.04146 -0.82590 1.59266



(b)
C3H10NO | ωB97M-V/def2-TZVPD

## Properties
LUMO in eV: -8.555
Net charge: +1
HOMO in eV: -13.747

CARTESIAN COORDINATES (ANGSTROEM)
C1 -1.48658 -0.46723 0.70740
C2 -0.13293 -0.90745 0.56206
C3 0.70427 -1.29483 1.77593
O1 0.52695 0.24195 -0.09837
N1 0.33172 1.89891 -2.41622
H1 -1.89465 -0.12043 1.65706
H2 -2.19493 -0.65063 -0.10416
H3 -0.01807 -1.67581 -0.20850
H4 1.50216 -1.95971 1.45717
H5 1.21328 -0.35859 2.04581
H6 0.19250 -1.62573 2.67565
H7 -0.17014 0.54410 -0.71686
H8 1.21498 1.66865 -2.83913
H9 -0.22243 2.48108 -3.02226
H10 0.43386 2.22572 -1.47559



Which of them is most stable? Easy: (a).



(a)
C3H10NO | ωB97M-V/def2-TZVPD

## Properties
LUMO in eV: -6.037
Net charge: +1
HOMO in eV: -13.298

CARTESIAN COORDINATES (ANGSTROEM)
C1 0.02126 -1.48902 1.78534
N1 1.25075 -1.32950 0.90508
H1 -0.66720 -0.65655 1.89894
H2 -0.43854 -2.45810 1.59259
H3 0.50318 -1.61873 2.76826
H4 1.97604 -1.83837 1.44699
H5 0.75832 1.24347 0.75981
H6 1.20985 -1.79337 0.00950
O1 0.50575 1.24753 -0.26861
C2 -0.53409 1.69499 -0.84325
C3 -0.88691 1.16925 -2.14980
H7 -0.96349 2.60299 -0.37441
H8 -0.99683 0.11401 -2.07475
H9 -0.00359 1.43791 -2.80600
H10 -1.73451 1.67349 -2.64968



(b)
C3H10NO | ωB97M-V/def2-TZVPD

## Properties
LUMO in eV: -9.494
Net charge: +1
HOMO in eV: -16.081

CARTESIAN COORDINATES (ANGSTROEM)
O1 2.17831 0.22034 -1.85844
C1 1.34164 -0.28737 -0.88897
C2 -0.20918 0.00718 -0.97796
N1 -0.69966 -0.26978 0.27663
C3 -2.23351 0.39605 3.06078
H1 1.85315 -0.02212 -2.74910
H2 1.69982 0.08090 0.08451
H3 1.47562 -1.37025 -0.85452
H4 -0.38074 1.04816 -1.27308
H5 -0.57456 -0.65019 -1.77354
H6 -1.07725 -1.23581 0.22362
H7 -1.71822 0.98752 3.81561
H8 -1.58542 -0.36606 2.61508
H9 -3.03981 -0.11194 3.59561
H10 -2.62254 1.02884 2.26559



Which of them is most stable? Easy: (a).



(a)
C3H10NO | ωB97M-V/def2-TZVPD

## Properties
LUMO in eV: -5.633
Net charge: +1
HOMO in eV: -14.272

CARTESIAN COORDINATES (ANGSTROEM)
C1 2.80447 0.48333 -0.64259
N1 1.88831 1.25314 -0.18772
H1 3.56841 0.89351 -1.29532
H2 2.84379 -0.50473 -0.19372
H3 1.25937 0.86396 0.52151
H4 1.65271 2.05931 -0.76022
C2 -1.97332 -0.22966 0.37278
O1 -0.89603 0.74703 0.62466
C3 -1.27771 -1.52768 -0.04177
H5 -2.55416 0.16415 -0.46487
H6 -2.61874 -0.25774 1.24550
H7 -1.36261 1.39121 1.17081
H8 -0.58444 -1.09764 -0.77388
H9 -1.98686 -2.26267 -0.38822
H10 -0.76317 -1.97553 0.81305



(b)
C3H10NO | ωB97M-V/def2-TZVPD

## Properties
LUMO in eV: -3.527
Net charge: +1
HOMO in eV: -13.634

CARTESIAN COORDINATES (ANGSTROEM)
C1 -0.90225 -0.32529 1.75088
N1 -1.11863 1.01247 1.06732
H1 0.16382 -0.42902 1.94234
H2 -1.29673 -1.13257 1.13030
H3 -1.48459 -0.30344 2.67561
H4 -0.98523 1.74099 1.76454
H5 -0.48930 1.05169 0.21858
H6 -2.06190 0.96101 0.68219
C2 1.85061 -1.06119 -1.57067
C3 1.16877 0.08814 -1.60390
O1 -0.17744 0.16436 -1.22870
H7 1.54812 -1.80590 -0.83018
H8 2.84892 -1.02953 -1.98915
H9 1.66458 0.97279 -1.99693
H10 -0.72877 0.09549 -2.01222



Which of them is most stable? Easy: (b).



(a)
C3H10NO | ωB97M-V/def2-TZVPD

## Properties
LUMO in eV: -3.334
Net charge: +1
HOMO in eV: -15.094

CARTESIAN COORDINATES (ANGSTROEM)
C1 0.35529 -0.39424 2.54134
O1 1.02764 -0.33417 1.26565
H1 -0.12755 0.55574 2.72673
H2 1.09193 -0.59732 3.32324
H3 -0.39600 -1.18667 2.52070
H4 1.72476 -1.00670 1.30781
C2 -0.34335 0.92555 -1.58648
C3 0.23976 0.48455 -2.67179
N1 -0.89102 -0.06355 -0.59832
H5 -0.52093 1.93799 -1.22999
H6 0.67913 1.12717 -3.42660
H7 0.20206 -0.54195 -3.00103
H8 -1.38166 -0.80249 -1.09973
H9 -1.57367 0.38836 0.00136
H10 -0.08639 -0.49227 -0.07289



(b)
C3H10NO | ωB97M-V/def2-TZVPD

## Properties
LUMO in eV: -3.338
Net charge: +1
Structure (SMILES): C[NH2+]CCO
HOMO in eV: -15.145

CARTESIAN COORDINATES (ANGSTROEM)
O1 1.57299 -0.01083 1.75259
C1 0.52350 -0.91084 1.40797
C2 -0.40103 -0.11216 0.57325
N1 0.11282 0.36887 -0.77277
C3 -0.87406 0.73968 -1.79210
H1 2.13954 -0.46958 2.36724
H2 0.87289 -1.82850 0.90552
H3 -0.07800 -1.24582 2.25874
H4 -0.59037 0.80647 1.13400
H5 -1.38936 -0.53828 0.40504
H6 0.68303 -0.39610 -1.14680
H7 0.77799 1.12528 -0.60324
H8 -1.52306 -0.07014 -2.12063
H9 -0.33707 0.92026 -2.72844
H10 -1.48981 1.62169 -1.64037



Which of them is most stable? Easy: (b).



(a)
C6H15N2 | ωB97M-V/def2-TZVPD

## Properties
LUMO in eV: -2.536
Net charge: +1
Structure (SMILES): CC(C)(CN)[NH+]1CC1
HOMO in eV: -13.930

CARTESIAN COORDINATES (ANGSTROEM)
C1 2.08423 0.19228 -0.49468
C2 1.67696 1.02446 0.73374
C3 -0.72003 -0.90994 -1.46182
C4 0.08790 -1.62520 0.86233
C5 -1.43676 0.37341 0.68935
C6 -0.36149 -0.50065 -0.03397
N1 0.74753 0.56875 -0.20196
N2 -1.53311 1.58578 -0.09582
H1 2.59774 0.82518 -1.29016
H2 2.34037 -0.83208 -0.33321
H3 1.59712 0.58178 1.74174
H4 1.89935 2.08150 0.68748
H5 0.19100 -1.44754 -1.79862
H6 -1.45603 -1.60715 -1.37623
H7 -0.97878 -0.05575 -2.14436
H8 0.22030 -1.18629 1.78880
H9 -0.74162 -2.33006 0.96908
H10 0.94749 -2.06628 0.47266
H11 -1.11496 0.52495 1.73821
H12 -2.39758 -0.15436 0.74087
H13 -1.72020 2.37063 0.49636
H14 -2.26704 1.44344 -0.81972
H15 0.33758 1.14313 -0.87009



(b)
C6H15N2 | ωB97M-V/def2-TZVPD

## Properties
LUMO in eV: -3.052
Net charge: +1
HOMO in eV: -14.321

CARTESIAN COORDINATES (ANGSTROEM)
C1 -1.19441 -0.78936 -1.02636
C2 -1.99688 -0.08960 -0.13950
C3 -2.45045 1.28176 -0.43753
C4 -2.58833 -0.73655 1.03692
C5 2.60953 -1.03055 -0.70247
C6 2.46222 1.13180 0.39283
N1 1.93191 -0.22674 0.34080
N2 -0.55751 -0.12680 -0.19992
H1 -0.97332 -1.48983 -1.81989
H2 -3.56055 1.46698 -0.38905
H3 -2.24932 1.61842 -1.53301
H4 -1.92332 1.96069 0.27110
H5 -2.04525 -1.53820 1.47682
H6 -3.52636 -1.23453 0.86677
H7 -2.77371 -0.11984 1.86241
H8 3.63117 -1.02254 -0.49778
H9 2.16658 -1.97562 -0.58352
H10 2.45207 -0.60723 -1.67358
H11 1.87698 1.82300 1.18363
H12 3.61911 1.12773 0.65791
H13 2.35694 1.49579 -0.68273
H14 0.74682 -0.23896 0.29189
H15 1.98608 -0.67982 1.30426



Which of them is most stable? Easy: (a).



(a)
C6H15N2 | ωB97M-V/def2-TZVPD

## Properties
LUMO in eV: -4.553
Net charge: +1
HOMO in eV: -12.468

CARTESIAN COORDINATES (ANGSTROEM)
C1 1.21985 -2.16314 1.74168
C2 1.97319 -1.08426 0.97999
C3 1.35249 -1.20630 -1.36275
N1 1.24157 -0.62489 -0.24256
H1 0.25358 -1.79115 2.07504
H2 1.14444 -3.06784 1.14350
H3 1.81101 -2.38095 2.63076
H4 2.14036 -0.18103 1.56160
H5 2.92273 -1.44103 0.58590
H6 0.98504 -0.66716 -2.22463
H7 1.94679 -2.10667 -1.45711
H8 0.73635 0.27338 -0.25058
C4 -2.84545 1.37145 0.73703
C5 -1.82746 0.97094 -0.28846
C6 -1.12954 1.85085 -0.99751
N2 0.01863 1.56147 -1.81028
H9 -2.76101 2.42675 0.97514
H10 -3.85101 1.05459 0.45159
H11 -2.67073 0.78073 1.64193
H12 -1.67535 -0.10374 -0.37603
H13 -1.38375 2.90044 -0.88175
H14 0.58520 2.39504 -1.88773
H15 -0.18690 1.23251 -2.74474



(b)
C6H15N2 | ωB97M-V/def2-TZVPD

## Properties
LUMO in eV: -6.293
Net charge: +1
HOMO in eV: -13.687

CARTESIAN COORDINATES (ANGSTROEM)
C1 -1.53197 1.35627 1.13075
C2 -1.31981 1.17690 -0.37896
C3 -0.09854 0.33932 -0.68893
C4 1.10414 1.03684 -0.68625
N1 2.35173 0.32997 -0.64617
C5 -0.22965 -1.05219 -0.94513
C6 -1.45596 -1.82760 -0.52445
N2 1.06410 -0.95776 2.04421
H1 -0.71702 1.94224 1.52754
H2 -2.41128 1.85323 1.38590
H3 -1.21742 2.16476 -0.85284
H4 -2.21726 0.63903 -0.82380
H5 1.11934 2.17251 -0.66693
H6 2.21586 -0.65344 -0.74559
H7 3.03648 0.67601 -1.27479
H8 0.36632 -1.57753 -1.69229
H9 1.24527 -1.84701 2.34382
H10 -2.37099 -1.70633 -1.23968
H11 -1.80907 -1.49364 0.47070
H12 -1.21060 -2.92624 -0.49531
H13 -1.47170 0.38456 1.62544
H14 0.82295 -1.05256 1.07896
H15 1.89898 -0.35815 2.13046



Which of them is most stable? Easy: (a).